1.
Entry from the OMol25 dataset: a structure of composition C2H3NOPS at a distorted geometry (ωB97M-V with the def2-TZVPD basis set).

```
9
Properties=species:S:1:pos:R:3:forces:R:3:lowdin_charge:R:1
P -1.721484 0.948160 0.887288 -1.8 0.2 -2.1 0.63
C 1.088356 0.443717 0.012229 2.7 1.3 -2.1 -0.11
N -0.098932 -1.685727 -0.115124 -1.1 -0.2 -0.8 -0.04
O -0.425162 -2.819004 -0.281264 0.7 1.8 0.5 0.18
H 0.868748 1.304687 0.582824 -0.4 0.8 1.2 0.03
S -3.048789 1.389941 -0.405479 2.0 -0.7 1.9 0.34
H 1.329358 0.945639 -0.985829 -0.2 -1.1 0.9 0.14
C 0.018769 -0.481661 -0.091102 -1.7 -2.5 0.5 -0.28
H 1.989134 -0.045753 0.396461 -0.1 0.3 -0.1 0.12
```
Forces are in eV/Å.

Results
Calculated total energy in eV: -25772.677
Energy relative to the best compared isomer or geometry (same formula, charge and spin) in eV: 2.1115
HOMO-LUMO gap in eV: 7.6033
Spin multiplicity: 1
Total charge: +1



2.
Entry from the OMol25 dataset: a structure of composition C5H5CrFO4 at a distorted geometry (ωB97M-V with the def2-TZVPD basis set).

```
16
Properties=species:S:1:pos:R:3:forces:R:3:lowdin_spin:R:1
C 2.699266 -0.441766 -1.269942 0.3 -0.2 0.1 0.64
H -1.032800 -0.592111 1.348972 -0.2 0.6 0.6 0.00
C -3.007266 0.053121 0.815181 -0.6 -1.7 2.0 0.01
O 1.019363 0.314989 0.018066 -0.9 0.4 0.0 0.01
O 2.036847 0.595146 -1.885185 -0.1 0.3 -0.6 0.13
H -2.458151 -1.444712 2.190777 0.1 0.0 -0.6 0.00
C 0.995273 0.921103 -1.145862 0.8 -1.5 0.1 0.06
H 3.614363 -0.815168 -1.712426 -0.3 0.2 0.1 0.03
H 1.668007 -1.609463 0.353218 0.6 0.8 -0.3 0.02
H -4.045540 -0.312907 0.781620 0.3 0.5 0.2 0.00
O -2.823404 1.217210 0.226450 0.9 0.6 -1.3 0.01
Cr -1.637251 1.991917 -0.856036 -1.9 0.9 0.5 3.88
O 0.051351 1.569256 -1.559519 1.2 0.3 -0.4 0.09
F 2.924408 -0.187338 1.083976 -0.2 -0.3 -0.4 0.05
C -2.105742 -0.648211 1.534119 -0.3 -0.2 -0.9 -0.01
C 2.101277 -0.611066 0.076593 0.3 -0.7 0.8 0.08
```
Forces are in eV/Å.

Results
Calculated total energy in eV: -44584.656
Energy relative to the best compared isomer or geometry (same formula, charge and spin) in eV: 0.0000
HOMO-LUMO gap (spin up / spin down) in eV: 6.9346 / 7.0023
Spin multiplicity: 6
Total charge: +1



3.
Entry from the OMol25 dataset: a structure of composition C15H18N4O3S at a distorted geometry (ωB97M-V with the def2-TZVPD basis set).

```
41
Properties=species:S:1:pos:R:3:forces:R:3:lowdin_charge:R:1
C -1.448367 -0.975773 -0.502354 -1.8 5.0 4.5 -0.03
H -0.931812 -0.048827 1.598827 -0.1 -2.4 -2.4 0.19
H -1.479895 6.564210 -5.782903 -1.7 -0.6 -2.9 0.04
H -1.050942 5.123733 -2.426410 0.8 -1.7 -2.1 0.19
N -0.245065 2.358233 -2.232985 3.5 2.2 1.0 0.05
O -2.065910 -2.632948 -3.256147 1.4 1.5 -0.8 0.12
H -2.284065 -0.169819 -0.644936 1.6 -1.8 0.6 0.16
H 2.458434 -2.938912 6.838248 -2.1 0.9 -0.3 0.11
C -0.634912 3.075264 -3.162257 -4.2 -1.2 -1.9 -0.43
H 3.258430 -2.563558 4.463867 -2.5 0.9 -1.7 0.20
H 2.196810 -1.216024 4.211002 0.5 7.0 0.9 0.05
C -1.512528 -1.636818 -2.836408 -3.6 2.3 0.9 -0.31
C 1.424125 -2.442906 6.564916 1.6 -10.6 -3.1 -0.10
H -0.033569 -2.360169 4.961914 3.2 -0.8 -1.0 0.16
C 1.165681 -2.675867 4.992853 -2.5 -3.3 2.4 -0.21
C -0.877114 6.106558 -5.095712 -10.9 -0.8 6.6 -0.01
H -2.468624 -0.566177 -4.320282 1.8 2.1 3.7 0.24
C 0.835433 -2.597981 -0.086814 -7.1 5.5 0.6 0.11
H 0.619490 -2.798534 7.257510 0.6 -0.7 -1.0 0.09
C -0.943115 -1.554085 -1.500836 4.5 -6.1 -3.3 -0.22
N 0.916038 -1.651342 2.348998 -1.3 0.6 -1.9 0.15
O 2.685746 -3.199902 2.101207 -1.3 0.1 -1.4 0.10
C 2.207260 -2.145341 3.999075 3.2 -5.2 7.7 -0.20
H 1.316645 -3.862729 4.850647 -1.3 2.4 0.4 0.15
H 1.500219 -3.250009 0.089491 5.1 -4.5 1.5 0.00
O -1.297559 4.849501 -4.509456 0.4 0.8 -3.9 -0.21
H -0.026150 6.470992 -5.121911 8.8 2.0 0.1 -0.01
C -1.421603 0.855602 -3.063790 -5.8 3.3 -6.4 -0.96
N -0.492524 1.090585 -2.429381 9.3 -0.5 9.0 0.04
H 0.602486 -0.924195 2.951042 0.0 0.2 0.9 0.14
H 0.484384 4.849484 -3.372308 -1.6 -0.7 -0.5 0.16
C 0.232180 -1.640520 1.186878 10.5 -10.2 -3.3 -0.23
H 0.522237 -3.181865 -2.075096 0.0 -0.3 -0.5 0.10
H -1.548568 6.919089 -4.226163 2.5 -1.5 -1.7 0.18
C -0.620968 4.475743 -3.415937 2.5 4.7 4.4 -0.34
N -1.926717 -0.240629 -3.310969 -5.2 -14.5 -5.5 0.07
C 0.174385 -2.572902 -1.273291 -0.4 2.5 1.7 0.02
C -0.665000 -0.987137 0.758157 -11.4 10.6 -0.5 -0.08
C 1.951800 -2.420579 2.689501 1.7 -1.4 -2.2 -0.54
H 1.437535 -1.569780 6.814162 0.8 10.4 2.3 -0.06
S -2.014312 2.086331 -4.031949 0.4 3.7 -1.1 1.11
```
Forces are in eV/Å.

Results
Calculated total energy in eV: -38770.852
Energy relative to the best compared isomer or geometry (same formula, charge and spin) in eV: 15.9359
HOMO-LUMO gap in eV: 9.0106
Spin multiplicity: 1



4.
Entry from the OMol25 dataset: a cluster of 6 separate species, CH13NO4 in total at a distorted geometry (ωB97M-V with the def2-TZVPD basis set).

```
19
Properties=species:S:1:pos:R:3:forces:R:3:lowdin_charge:R:1
H -3.243442 -0.958153 -3.062011 0.3 1.9 -2.2 0.06
H 0.239100 1.118617 -1.882907 -0.1 -0.6 0.8 0.09
H 1.539359 -1.201370 2.714530 0.0 -0.2 0.0 0.02
O 1.402725 -0.860691 1.822675 0.4 -0.3 -0.4 -0.20
H 1.331104 0.641642 1.630945 0.4 0.0 0.0 -0.05
O 1.635029 1.592158 1.532661 0.0 -0.1 0.0 -0.07
H -1.684875 -0.642676 0.918603 0.0 0.1 0.5 -0.02
H -0.220656 1.032304 -0.123768 0.0 -0.2 0.2 0.06
H -2.249970 -0.885446 -1.083412 0.7 0.0 0.1 0.21
N 0.931205 -0.712065 -0.878473 -3.6 4.2 -3.3 0.17
H 1.473403 1.383246 -0.626148 -0.9 -0.7 0.0 0.08
H 1.177049 1.995737 2.261088 -0.2 0.6 0.6 0.04
H 0.132162 -1.217201 -1.253854 0.1 -0.4 -0.4 0.03
C 0.552682 0.797591 -0.852320 2.2 -0.9 -1.6 -0.10
H -0.551246 -1.189049 1.723739 2.2 -2.2 0.3 -0.04
H 1.198924 -1.040008 -0.033368 1.8 -1.5 3.9 -0.03
O -1.099254 -0.458319 1.673401 -3.0 2.3 -0.7 -0.05
O -2.778198 -0.110466 -3.453937 0.3 -3.1 4.9 -0.18
H -2.257852 -0.140188 -2.518607 -0.6 1.2 -2.7 -0.02
```
Forces are in eV/Å.

Results
Calculated total energy in eV: -10917.835
Energy relative to the best compared isomer or geometry (same formula, charge and spin) in eV: 10.8160
HOMO-LUMO gap in eV: 3.5048
Spin multiplicity: 1



Question: Among the records above, which one has the highest energy relative to the best compared isomer or geometry (same formula, charge and spin)?
Answer: C15H18N4O3S



What did the fourth record say?
Entry from the OMol25 dataset: a cluster of 6 separate species, CH13NO4 in total at a distorted geometry (ωB97M-V with the def2-TZVPD basis set).

```
19
Properties=species:S:1:pos:R:3:forces:R:3:lowdin_charge:R:1
H -3.243442 -0.958153 -3.062011 0.3 1.9 -2.2 0.06
H 0.239100 1.118617 -1.882907 -0.1 -0.6 0.8 0.09
H 1.539359 -1.201370 2.714530 0.0 -0.2 0.0 0.02
O 1.402725 -0.860691 1.822675 0.4 -0.3 -0.4 -0.20
H 1.331104 0.641642 1.630945 0.4 0.0 0.0 -0.05
O 1.635029 1.592158 1.532661 0.0 -0.1 0.0 -0.07
H -1.684875 -0.642676 0.918603 0.0 0.1 0.5 -0.02
H -0.220656 1.032304 -0.123768 0.0 -0.2 0.2 0.06
H -2.249970 -0.885446 -1.083412 0.7 0.0 0.1 0.21
N 0.931205 -0.712065 -0.878473 -3.6 4.2 -3.3 0.17
H 1.473403 1.383246 -0.626148 -0.9 -0.7 0.0 0.08
H 1.177049 1.995737 2.261088 -0.2 0.6 0.6 0.04
H 0.132162 -1.217201 -1.253854 0.1 -0.4 -0.4 0.03
C 0.552682 0.797591 -0.852320 2.2 -0.9 -1.6 -0.10
H -0.551246 -1.189049 1.723739 2.2 -2.2 0.3 -0.04
H 1.198924 -1.040008 -0.033368 1.8 -1.5 3.9 -0.03
O -1.099254 -0.458319 1.673401 -3.0 2.3 -0.7 -0.05
O -2.778198 -0.110466 -3.453937 0.3 -3.1 4.9 -0.18
H -2.257852 -0.140188 -2.518607 -0.6 1.2 -2.7 -0.02
```
Forces are in eV/Å.

Results
Calculated total energy in eV: -10917.835
Energy relative to the best compared isomer or geometry (same formula, charge and spin) in eV: 10.8160
HOMO-LUMO gap in eV: 3.5048
Spin multiplicity: 1



Question: The highest calculated total energy belongs to which entry?
Answer: CH13NO4



Question: Which of these has the lowest calculated total energy?
Answer: C5H5CrFO4